Entry 1:
Entry from the Open Molecules 2025 dataset: a cluster of 6 separate species, C4H19NO7 in total in a non-equilibrium geometry (the ωB97M-V functional and the def2-TZVPD basis).

Structure (XYZ):
```
31
Properties=species:S:1:pos:R:3:mulliken_charge:R:1
C -1.34 -0.71 1.84 -1.44
C 0.10 -0.51 1.42 0.46
C 1.12 -1.68 1.65 -0.68
O 2.19 -1.11 2.39 -0.52
N 0.06 -0.22 -0.05 0.53
C -0.07 -1.21 -0.95 -0.37
O -0.15 -2.41 -0.71 -0.57
H -1.82 -1.61 1.46 0.26
H -1.96 0.10 1.49 0.34
H -1.49 -0.83 2.91 0.42
H 0.53 0.31 1.98 0.37
H 0.56 -2.55 2.00 0.38
H 1.57 -2.07 0.74 0.31
H 2.21 -1.24 3.33 0.29
H -0.19 0.72 -0.31 -0.01
H -0.18 -0.94 -2.00 0.38
O -2.82 -1.29 -1.04 -0.55
H -3.35 -1.66 -1.75 0.27
H -2.57 -2.02 -0.48 0.28
O 3.08 -0.14 -1.24 -0.74
H 2.28 -0.62 -0.98 0.33
H 3.27 0.20 -0.35 0.37
O 0.05 2.40 -1.80 -0.60
H 0.02 2.56 -2.76 0.34
H -0.28 1.49 -1.88 0.14
O 2.48 2.45 -0.22 -0.60
H 3.18 3.10 -0.22 0.27
H 2.53 2.14 -1.14 0.35
O -3.37 2.31 -1.05 -0.60
H -2.86 2.88 -0.46 0.31
H -2.78 2.16 -1.79 0.30
```

Summary:
Kohn-Sham gap (eV): 10.09
LUMO energy (Eh): 0.008
SMILES: C[C@@H](CO)NC=O.O.O.O.O.O
F_max (eV/Å): 1.85

---

Entry 2:
Entry from the Open Molecules 2025 dataset: a structure of composition C4H20AlB3O2S in a non-equilibrium geometry (the ωB97M-V functional and the def2-TZVPD basis).

Structure (XYZ):
```
31
Properties=species:S:1:pos:R:3:mulliken_charge:R:1
Al -0.16 10.94 10.85 0.79
B 2.34 8.82 11.14 0.40
H 2.26 9.69 11.76 -0.37
H 1.74 8.86 10.24 -0.29
H 3.35 8.66 10.80 -0.15
H 2.02 7.98 11.73 -0.11
B -0.31 9.27 13.54 0.95
H 0.49 9.68 12.95 -0.62
H -0.20 8.21 13.65 -0.21
H -0.26 9.72 14.52 -0.29
H -1.23 9.68 13.13 -0.28
B -2.86 11.43 9.17 0.48
H -3.15 12.39 8.79 -0.19
H -2.67 11.42 10.24 -0.37
H -3.71 10.78 9.00 -0.15
H -2.04 11.08 8.56 -0.27
C 1.09 13.62 16.96 -0.58
C -0.48 13.59 16.94 -0.56
C -1.02 13.55 15.47 -0.63
S 0.49 13.30 14.41 0.74
O 1.02 14.53 13.82 -0.67
O 0.19 12.14 13.52 -0.66
C 1.73 12.90 15.79 -0.74
H 1.38 13.15 17.90 0.33
H 1.49 14.64 16.99 0.33
H -0.81 14.49 17.46 0.27
H -0.88 12.73 17.47 0.33
H -1.60 14.42 15.17 0.38
H -1.54 12.62 15.28 0.34
H 2.79 13.01 15.60 0.44
H 1.64 11.82 15.79 0.36
```

Summary:
Kohn-Sham gap (alpha / beta) (eV): 8.55 / 4.62
Charge: -1
Multiplicity: 2
LUMO energy (alpha / beta) (Eh): 0.086 / -0.048
F_max (eV/Å): 5.16

---

Entry 3:
Entry from the Open Molecules 2025 dataset: a structure of composition C4H20BaBeN3O6S in a non-equilibrium geometry (the ωB97M-V functional and the def2-TZVPD basis).

Structure (XYZ):
```
36
Properties=species:S:1:pos:R:3:mulliken_charge:R:1
Ba 2.53 0.30 3.85 1.94
Be 1.96 -4.83 1.35 0.48
N -1.66 -2.83 5.60 -0.45
H -2.28 -2.60 6.36 0.41
H -2.07 -3.54 5.00 0.38
H -0.68 -2.95 5.83 0.36
H -1.70 -2.07 4.93 0.29
N -1.91 -3.62 -1.59 -0.43
H -2.74 -4.11 -1.28 0.38
H -1.84 -2.77 -1.04 0.26
H -1.95 -3.34 -2.55 0.42
H -1.11 -4.24 -1.61 0.37
N -5.05 -2.18 1.86 -0.44
H -4.60 -3.08 1.92 0.37
H -5.68 -2.35 1.10 0.40
H -4.28 -1.63 1.48 0.29
H -5.40 -1.80 2.73 0.38
C -0.76 -0.80 1.43 0.86
O -1.01 -0.69 2.61 -0.54
O -1.74 -0.77 0.66 -0.58
O 0.32 -1.34 1.25 -0.52
O 2.33 2.71 0.11 -0.63
S 2.11 3.51 -1.10 1.12
O 1.79 4.88 -0.97 -0.51
O 3.42 3.27 -2.03 -0.21
C 3.70 4.08 -3.20 -0.11
C 4.71 3.33 -4.10 -1.18
C 0.67 2.78 -2.09 -0.90
H 3.89 5.12 -2.92 0.37
H 2.80 4.08 -3.82 0.29
H 4.45 2.29 -4.26 0.33
H 5.73 3.26 -3.72 0.33
H 4.63 3.78 -5.09 0.38
H 1.11 1.96 -2.65 0.32
H 0.36 3.59 -2.76 0.37
H -0.04 2.63 -1.28 0.37
```

Summary:
Kohn-Sham gap (eV): 1.89
Charge: +5
LUMO energy (Eh): -0.681
F_max (eV/Å): 6.04

---

| no. | electronic energy (Ha) |
| --- | --- |
| 1 | -745.20079 |
| 2 | -1029.64625 |
| 3 | -1216.13891 |